# 1
Computed, not measured: a molecular structure, C3H6S3 at a distorted geometry, with ωB97M-V/def2-TZVPD.

```
12
Properties=species:S:1:pos:R:3:lowdin_charge:R:1
H -3.57 -0.82 -0.20 0.047
H 2.57 0.55 -0.89 -0.034
C 2.79 0.05 -0.01 -0.363
H 3.78 -0.49 -0.05 0.055
S 0.01 1.56 -0.11 0.645
H 2.50 0.79 0.77 0.020
S 1.44 -1.32 0.00 0.699
H -2.88 0.22 1.27 0.094
C 0.06 -0.07 -0.11 -1.414
H -2.66 0.82 -0.60 0.032
S -1.33 -1.21 -0.18 0.704
C -2.71 -0.08 0.11 -0.485
```

highest occupied orbital energy: -8.929 eV
energy relative to the best compared isomer or geometry (same formula, charge and spin): 1.1785 eV

=====

# 2
Computed, not measured: a molecular structure, C13H20F14N4NaO12S6 at a distorted geometry, with ωB97M-V/def2-TZVPD.

```
70
Properties=species:S:1:pos:R:3:lowdin_charge:R:1
O -13.84 -1.97 -16.21 -0.320
F -11.56 -14.16 -17.98 0.072
H -21.07 -4.32 -17.14 0.116
O -11.83 -9.66 -21.27 -0.328
H -20.21 -6.55 -18.03 0.143
O -10.75 -12.17 -20.48 -0.355
S -16.53 -10.87 -11.27 0.683
H -22.62 -7.52 -19.80 0.128
S -13.57 -2.61 -14.90 0.652
H -22.60 -6.54 -21.26 0.126
O -14.55 -11.45 -9.03 -0.305
N -14.63 -3.94 -14.44 -0.304
C -23.15 -3.60 -16.87 -0.095
C -12.83 -9.50 -9.81 -0.600
C -21.98 -6.90 -20.43 -0.051
H -23.24 -5.01 -19.02 0.133
C -19.72 -8.09 -20.33 -0.209
F -12.70 -8.31 -10.38 0.132
F -16.54 -12.26 -13.49 0.120
F -16.81 -4.24 -13.87 -0.241
F -12.44 -9.36 -8.51 0.086
O -16.27 -2.04 -14.12 -0.304
C -20.98 -7.85 -21.10 -0.186
F -11.33 -12.35 -16.67 0.071
O -17.24 -11.07 -10.01 -0.295
C -20.97 -4.56 -20.63 0.008
N -14.91 -10.34 -11.19 -0.315
H -19.04 -8.43 -21.11 0.127
F -11.96 -10.39 -10.40 0.073
H -23.90 -2.98 -17.36 0.080
H -21.38 -8.87 -21.04 0.122
C -21.99 -4.07 -17.67 -0.235
O -15.37 -9.14 -9.12 -0.307
S -11.52 -11.72 -19.30 0.583
C -22.31 -5.29 -18.54 -0.116
N -11.09 -10.36 -18.75 -0.340
Na -13.59 -8.41 -14.82 0.925
H -19.83 -8.84 -19.55 0.129
N -21.30 -5.66 -19.69 -0.219
O -13.01 -1.80 -13.79 -0.322
F -8.57 -9.84 -20.24 0.114
S -11.20 -9.19 -20.04 0.694
S -14.64 -10.21 -9.77 0.454
H -20.22 -4.89 -21.36 0.114
O -11.68 -7.89 -19.56 -0.337
H -20.88 -7.71 -22.17 0.122
O -13.02 -11.90 -19.47 -0.369
S -15.63 -3.20 -13.57 0.379
F -15.31 -13.31 -12.03 0.114
C -19.99 -6.01 -18.94 -0.096
H -23.88 -4.25 -16.39 0.085
F -9.58 -13.17 -17.80 0.132
H -22.34 -6.22 -17.98 0.132
F -8.95 -7.70 -20.15 0.120
H -18.16 -7.13 -19.19 0.134
H -18.65 -6.34 -20.68 0.117
F -12.21 -3.45 -15.22 -0.238
F -9.36 -8.72 -22.00 0.105
F -17.46 -13.25 -11.79 0.152
C -9.39 -8.85 -20.64 -0.599
C -10.90 -12.95 -17.81 -0.541
H -21.90 -4.11 -20.97 0.117
C -19.03 -6.85 -19.79 -0.154
C -16.43 -12.55 -12.20 -0.639
H -22.74 -2.95 -16.09 0.089
H -21.62 -3.31 -18.36 0.108
O -17.28 -10.01 -12.16 -0.319
H -19.49 -5.07 -18.71 0.134
H -20.48 -3.78 -20.06 0.099
O -15.47 -3.35 -12.15 -0.284
```

charge: -1
highest occupied orbital energy: -6.942 eV
energy relative to the best compared isomer or geometry (same formula, charge and spin): 0.2628 eV